# C32H32N2O6

An isolated molecule of C32H32N2O6 (ωB97M-V with the def2-TZVPD basis set, the OMol25 dataset).

The geometry in XYZ format:
```
72
Properties=species:S:1:pos:R:3:mulliken_charge:R:1
C 3.480 3.637 1.781 -0.97
O 3.182 2.291 1.501 -0.44
C 2.594 1.540 2.480 0.63
C 2.217 2.013 3.731 -0.60
C 1.571 1.171 4.620 -0.50
C 1.302 -0.151 4.299 0.16
C 0.454 -1.013 5.192 -1.20
C -1.038 -0.605 5.057 -0.96
N -1.327 -0.107 3.732 -0.21
C -1.236 -0.919 2.659 -0.22
O -1.338 -2.133 2.716 -0.71
C -0.938 -0.237 1.356 -0.45
C -0.839 -1.041 0.255 -0.27
C -0.372 -0.541 -0.977 1.05
C -0.252 -1.367 -2.198 0.13
O -0.552 -0.884 -3.293 -0.90
C 0.196 -2.750 -2.050 0.49
C 0.857 -3.196 -0.899 -0.33
C 1.218 -4.518 -0.733 0.29
C 1.903 -4.958 0.525 -1.41
C 0.917 -5.421 -1.754 -0.69
C 0.310 -5.006 -2.918 -0.89
C -0.037 -3.666 -3.100 0.07
O -0.596 -3.301 -4.260 -0.69
C -0.062 0.794 -1.041 -0.45
N -0.162 1.600 0.023 0.64
C 0.098 3.016 -0.132 -1.00
C -1.166 3.736 -0.640 -1.09
C -1.596 3.149 -1.953 0.18
C -2.475 2.075 -1.995 -0.30
C -2.778 1.439 -3.186 -0.37
C -2.194 1.871 -4.372 0.71
O -2.398 1.311 -5.590 -0.47
C -3.118 0.103 -5.657 -0.60
C -1.334 2.971 -4.340 -0.78
C -1.037 3.593 -3.148 -0.39
C -0.613 1.166 1.274 0.78
O -0.705 1.988 2.182 -0.81
C 1.725 -0.627 3.062 -0.29
C 2.359 0.203 2.162 -0.35
H 3.936 4.033 0.876 0.25
H 2.578 4.212 2.014 0.34
H 4.189 3.726 2.611 0.39
H 2.397 3.037 4.017 0.42
H 1.260 1.562 5.578 0.42
H 0.756 -0.920 6.236 0.50
H 0.560 -2.054 4.888 0.31
H -1.670 -1.473 5.253 0.39
H -1.285 0.188 5.765 0.45
H -1.121 0.874 3.558 0.41
H -1.132 -2.076 0.360 0.85
H 1.110 -2.485 -0.127 0.64
H 2.818 -4.388 0.681 0.33
H 1.254 -4.786 1.382 0.26
H 2.153 -6.014 0.485 0.38
H 1.181 -6.462 -1.637 0.36
H 0.103 -5.697 -3.719 0.43
H -0.698 -2.320 -4.246 0.40
H 0.313 1.226 -1.957 0.59
H 0.923 3.149 -0.834 0.58
H 0.376 3.406 0.849 0.33
H -1.952 3.624 0.108 0.34
H -0.934 4.796 -0.747 0.53
H -2.936 1.726 -1.082 0.41
H -3.459 0.603 -3.173 0.38
H -4.170 0.246 -5.388 0.34
H -2.673 -0.656 -5.007 0.12
H -3.054 -0.224 -6.693 0.25
H -0.900 3.308 -5.268 0.45
H -0.356 4.432 -3.139 0.39
H 1.537 -1.657 2.795 0.48
H 2.672 -0.157 1.193 0.47
```

Properties
Structure (SMILES) ... COc1ccc(CCNC(=O)c2cc(C(=O)c3cc(C)ccc3O)cn(CCc3ccc(OC)cc3)c2=O)cc1
Net charge ... 0
Multiplicity ... 1
LUMO ... -0.18 eV
Relative energy (zero: lowest compared OMol25 entry of this formula, charge and spin) ... 0.135 eV
Orbital gap ... 8.2 eV
Highest occupied orbital energy ... -8.36 eV


# C48H55BiBrClN9O8S2

A structure of composition C48H55BiBrClN9O8S2 (ωB97M-V with the def2-TZVPD basis set, the OMol25 dataset).

The geometry in XYZ format:
```
125
Properties=species:S:1:pos:R:3:mulliken_charge:R:1
Bi -0.640 0.158 0.310 2.64
C -1.993 -1.255 -3.774 -0.86
C -1.555 -2.560 -3.905 -1.07
C -0.827 -3.138 -2.880 -0.91
C -0.519 -2.429 -1.718 1.35
C -0.977 -1.109 -1.572 1.05
C -1.708 -0.549 -2.614 -1.14
C 0.270 -3.104 -0.649 0.02
C 0.764 -4.430 -0.823 -1.28
C 1.481 -5.021 0.166 -1.62
C 1.722 -4.327 1.373 1.67
C 2.418 -4.895 2.464 -1.01
C 2.582 -4.186 3.619 -0.87
C 2.057 -2.880 3.724 -1.11
C 1.398 -2.301 2.677 0.25
C 1.213 -3.017 1.472 -1.25
N 0.521 -2.431 0.450 2.03
H -2.569 -0.787 -4.563 0.40
H -1.780 -3.133 -4.796 0.38
H -0.507 -4.163 -3.002 0.31
H -2.096 0.456 -2.508 0.32
H 0.586 -4.962 -1.743 0.48
H 1.869 -6.025 0.043 0.41
H 2.807 -5.903 2.369 0.44
H 3.106 -4.625 4.458 0.47
H 2.171 -2.330 4.650 0.52
H 0.984 -1.310 2.763 0.45
O -1.100 2.579 2.727 -0.74
H -0.973 1.765 3.234 0.27
H -0.287 2.716 2.219 0.29
O 2.552 -1.368 -2.499 -0.76
H 1.816 -0.809 -2.778 0.34
H 2.219 -1.804 -1.706 0.32
Br -2.965 1.368 -0.125 -0.62
C -5.646 -1.315 1.886 -1.08
C -5.219 -2.778 1.885 -1.46
C -3.778 -2.985 2.382 2.78
C -3.408 -4.480 2.316 -1.58
C -1.984 -4.775 2.769 -0.88
C -3.703 -2.550 3.829 -0.25
O -4.401 -3.035 4.698 -0.70
N -2.785 -1.582 4.116 0.19
C -1.923 -0.950 3.212 -0.29
O -1.132 -0.134 3.685 -0.81
N -1.988 -1.264 1.905 0.60
C -2.835 -2.226 1.440 -0.92
O -2.850 -2.534 0.260 -0.61
H -6.674 -1.214 1.535 0.49
H -5.010 -0.713 1.233 0.17
H -5.601 -0.888 2.891 0.26
H -5.263 -3.180 0.872 0.43
H -5.876 -3.372 2.522 0.47
H -3.541 -4.789 1.278 0.46
H -4.126 -5.024 2.932 0.44
H -1.257 -4.219 2.173 0.04
H -1.755 -5.836 2.663 0.54
H -1.832 -4.508 3.818 0.26
H -2.700 -1.283 5.077 0.29
C 5.531 -1.115 3.341 -1.69
C 6.317 0.124 3.795 2.25
C 7.170 -0.280 5.007 -2.12
C 7.275 0.543 2.675 -2.01
C 5.387 1.326 4.183 2.65
O 6.176 2.338 4.817 -0.77
C 4.250 0.857 5.108 -0.74
C 3.295 1.912 5.688 -0.66
C 3.940 2.940 6.583 -0.22
C 4.546 2.560 7.778 0.02
C 5.166 3.490 8.600 -0.89
C 5.167 4.821 8.222 0.49
Cl 5.944 6.000 9.247 -0.24
C 4.554 5.231 7.050 -1.07
C 3.944 4.287 6.238 -0.10
C 4.866 2.110 2.959 -3.70
N 4.064 1.353 2.017 2.08
C 2.772 1.024 2.093 -0.36
N 2.397 0.362 1.018 0.87
C 3.531 0.343 0.267 -1.23
N 4.557 0.953 0.823 -1.00
H 6.234 -1.853 2.944 0.57
H 4.812 -0.898 2.553 0.04
H 5.000 -1.586 4.170 0.31
H 7.718 -1.194 4.770 0.50
H 6.570 -0.487 5.897 0.31
H 7.905 0.488 5.251 0.49
H 8.040 -0.227 2.546 0.52
H 7.776 1.479 2.928 0.34
H 6.757 0.662 1.724 0.31
H 6.353 2.074 5.726 0.61
H 4.690 0.302 5.943 0.83
H 3.650 0.129 4.560 -0.29
H 2.548 1.366 6.273 0.58
H 2.743 2.425 4.905 0.01
H 4.532 1.517 8.078 0.40
H 5.636 3.190 9.527 0.41
H 4.557 6.277 6.776 0.42
H 3.461 4.601 5.320 0.62
H 5.709 2.508 2.402 0.67
H 4.279 2.960 3.304 0.39
H 2.131 1.309 2.911 0.10
H 3.589 -0.087 -0.720 0.75
N -2.294 8.749 0.433 -0.60
C -1.333 7.746 0.580 1.16
C -1.528 6.712 1.500 -0.91
C -0.569 5.735 1.672 -0.65
C 0.606 5.784 0.928 -0.32
C 0.815 6.807 0.018 -0.36
C -0.149 7.787 -0.153 -0.75
S 1.791 4.488 1.110 1.41
O 1.946 4.267 2.531 -0.63
O 2.969 4.875 0.364 -0.78
N 1.082 3.185 0.533 0.39
C 1.124 2.881 -0.765 -0.15
S 1.973 3.786 -2.014 -0.16
C 1.364 2.707 -3.214 -0.60
C 0.612 1.755 -2.635 -1.01
N 0.479 1.832 -1.268 -0.13
H -3.227 8.473 0.695 0.23
H -2.279 9.215 -0.460 0.22
H -2.445 6.674 2.076 0.30
H -0.734 4.921 2.368 0.30
H 1.738 6.835 -0.545 0.51
H 0.016 8.592 -0.860 0.28
H 1.610 2.817 -4.257 0.43
H 0.125 0.946 -3.158 0.35
```

Properties
Net charge ... -1
Multiplicity ... 1
LUMO ... 1.63 eV
Relative energy (zero: lowest compared OMol25 entry of this formula, charge and spin) ... 0.174 eV
Orbital gap ... 7.1 eV
Highest occupied orbital energy ... -5.43 eV


# C17H27B3FNO7

A cluster of 2 separate species, C17H27B3FNO7 in total at a distorted geometry (ωB97M-V with the def2-TZVPD basis set, the OMol25 dataset).

The geometry in XYZ format:
```
56
Properties=species:S:1:pos:R:3:mulliken_charge:R:1
C -8.080 -1.328 0.205 -0.61
O -6.617 -1.315 0.023 -0.28
C -6.341 -0.562 -1.223 -0.44
B -4.721 -0.672 -1.628 0.21
O -4.015 0.609 -1.825 -0.45
B -2.676 0.288 -2.357 0.66
C -1.253 0.994 -1.932 -0.32
C -1.173 2.611 -2.191 -0.59
C 0.272 3.290 -1.694 -0.49
O 0.572 2.678 -0.388 -0.19
C 1.785 3.241 0.227 0.46
C 3.334 2.949 -0.304 -0.55
O 1.592 4.026 1.321 -0.55
O -2.620 -0.837 -3.356 -0.35
B -2.875 -2.040 -2.488 0.49
C -1.724 -3.240 -2.420 -0.40
C -1.790 -3.855 -0.901 0.28
O -2.710 -4.835 -0.692 -0.58
N -0.914 -3.475 0.270 0.03
C 0.403 -2.860 -0.148 -0.66
C -1.641 -2.658 1.314 -0.65
O -4.137 -2.025 -1.719 -0.35
H -8.593 -2.197 -0.428 0.23
H -8.275 -1.460 1.363 0.21
H -8.592 -0.317 -0.170 0.26
H -6.593 0.576 -0.967 0.20
H -6.972 -0.927 -2.150 0.27
H -0.411 0.483 -2.595 0.17
H -1.036 0.666 -0.814 0.22
H -1.314 2.826 -3.338 0.29
H -2.011 3.118 -1.526 0.28
H 1.148 3.086 -2.463 0.30
H 0.187 4.480 -1.632 0.32
H 3.682 3.693 -1.142 0.31
H 4.026 3.028 0.663 0.07
H 3.437 1.821 -0.676 0.24
H -0.662 -2.808 -2.725 0.22
H -1.938 -4.122 -3.173 0.30
H 0.288 -1.704 -0.306 0.15
H 1.172 -3.053 0.737 0.27
H 0.878 -3.400 -1.094 0.28
H -2.812 -2.568 1.120 0.20
H -1.510 -3.216 2.361 0.27
H -1.241 -1.557 1.424 0.25
F 5.234 1.385 1.167 -0.17
C 6.047 1.218 2.219 0.43
C 6.885 0.109 2.266 -0.49
C 7.735 -0.063 3.358 -0.36
C 7.730 0.871 4.397 -0.50
C 6.882 1.978 4.343 -0.40
C 6.040 2.156 3.245 -0.34
H 6.869 -0.611 1.454 0.39
H 8.399 -0.923 3.402 0.35
H 8.390 0.734 5.251 0.35
H 6.877 2.702 5.154 0.35
H 5.381 3.015 3.182 0.40
```

Properties
Structure (SMILES) ... COCB1OB(CCCOC(C)=O)OB(CC(=O)N(C)C)O1.Fc1ccccc1
Net charge ... 0
Multiplicity ... 1
LUMO ... 0.15 eV
Orbital gap ... 9.5 eV
Highest occupied orbital energy ... -9.34 eV


# C15H27HgN3O3SSe2

A structure of composition C15H27HgN3O3SSe2 at a distorted geometry (ωB97M-V with the def2-TZVPD basis set, the OMol25 dataset).

The geometry in XYZ format:
```
52
Properties=species:S:1:pos:R:3:mulliken_charge:R:1
Hg 10.241 10.390 9.669 -0.02
O 9.743 5.629 13.314 -0.50
C 8.374 5.346 13.022 -0.75
C 7.817 6.136 11.782 1.08
C 6.440 5.538 11.328 -0.75
O 5.691 5.377 12.541 -0.55
C 7.641 7.602 12.100 -0.59
Se 9.244 8.625 12.537 -0.73
C 8.835 5.938 10.669 -0.52
Se 8.347 6.665 8.940 -0.60
H 9.885 6.579 12.954 0.15
H 7.759 5.588 13.924 0.21
H 8.296 4.279 12.837 0.44
H 6.638 4.564 10.823 0.38
H 5.901 6.218 10.620 0.06
H 4.833 4.873 12.419 0.27
H 6.879 7.730 12.889 0.42
H 7.261 8.123 11.168 -0.02
H 8.973 4.856 10.474 0.35
H 9.800 6.412 10.910 -0.12
C 5.116 8.796 8.109 -0.96
N 5.588 10.186 7.815 0.23
C 5.001 11.195 8.671 -1.25
C 6.825 10.411 7.261 0.06
S 8.005 11.431 8.002 -0.32
N 7.071 9.870 6.046 0.29
C 8.379 9.883 5.407 -1.05
C 5.946 9.719 5.087 -1.15
H 4.462 8.836 8.964 0.42
H 5.946 8.089 8.333 0.06
H 4.465 8.412 7.307 0.30
H 3.941 11.185 8.558 0.40
H 5.333 12.214 8.401 0.39
H 5.215 11.029 9.736 0.34
H 9.134 9.708 6.190 0.38
H 8.563 10.806 4.829 0.28
H 8.374 9.099 4.667 0.32
H 5.032 9.793 5.615 0.39
H 6.044 8.701 4.686 0.33
H 6.064 10.487 4.293 0.31
O 12.066 9.144 8.273 -0.61
N 12.293 7.826 8.432 0.59
C 12.374 7.285 9.662 -0.28
C 12.711 5.971 9.837 -0.48
C 13.034 5.234 8.708 -0.31
C 12.803 5.741 7.445 -0.45
C 12.443 7.060 7.314 -0.28
H 12.285 7.966 10.487 0.44
H 12.812 5.573 10.857 0.39
H 13.380 4.201 8.797 0.30
H 13.037 5.184 6.479 0.26
H 12.345 7.628 6.421 0.43
```

Properties
Net charge ... -2
Multiplicity ... 1
LUMO ... 4.61 eV
Orbital gap ... 4.2 eV
Highest occupied orbital energy ... 0.36 eV


# C4H8N3OS

A cluster of 2 separate species, C4H8N3OS in total at a distorted geometry (ωB97M-V with the def2-TZVPD basis set, the OMol25 dataset).

The geometry in XYZ format:
```
17
Properties=species:S:1:pos:R:3:mulliken_spin:R:1
C 1.622 1.137 0.152 0.40
C 1.956 -0.228 0.273 0.30
C -0.275 0.001 -0.397 0.19
C 3.165 -0.810 0.819 0.02
N 0.800 -0.880 -0.142 0.02
N 0.294 1.223 -0.215 0.02
N -4.317 -0.143 -1.180 0.11
O -3.888 0.614 1.049 0.26
S -3.783 -0.612 0.323 0.63
H 2.240 1.953 0.244 0.02
H 2.957 -0.821 1.841 0.03
H 3.245 -1.726 0.326 0.00
H 4.122 -0.256 0.580 0.01
H 0.502 -1.806 -0.196 0.00
H -0.223 2.047 -0.293 -0.01
H -3.886 -0.550 -1.996 0.00
H -4.531 0.858 -1.189 -0.01
```

Properties
Net charge ... +1
Multiplicity ... 3
Expectation value of S² ... 2.01
LUMO (alpha / beta) ... -3.88 / -8.10 eV
Relative energy (zero: lowest compared OMol25 entry of this formula, charge and spin) ... 1.520 eV
Orbital gap (alpha / beta) ... 6.1 / 4.6 eV
Highest occupied orbital energy (alpha / beta) ... -10.00 / -12.72 eV


# C5H10O

An isolated molecule of C5H10O (ωB97M-V with the def2-TZVPD basis set, the OMol25 dataset).

The geometry in XYZ format:
```
16
Properties=species:S:1:pos:R:3:mulliken_charge:R:1
C 1.732 -0.522 0.785 -1.07
C 1.061 -0.068 -0.506 -0.52
C -0.198 0.682 -0.184 0.02
C -1.399 0.767 -1.078 -0.80
C -1.471 -0.010 0.205 -0.11
O -1.534 -1.395 -0.017 -0.53
H 1.048 -1.161 1.357 0.27
H 1.969 0.341 1.417 0.30
H 2.653 -1.082 0.602 0.33
H 1.729 0.589 -1.078 0.30
H 0.821 -0.920 -1.150 0.26
H -0.038 1.610 0.365 0.37
H -1.746 1.783 -1.197 0.26
H -1.498 0.134 -1.957 0.27
H -2.035 0.328 1.075 0.32
H -1.072 -1.826 0.714 0.33
```

Properties
Structure (SMILES) ... CC[C@H]1C[C@H]1O
Net charge ... 0
Multiplicity ... 1
LUMO ... 0.98 eV
Relative energy (zero: lowest compared OMol25 entry of this formula, charge and spin) ... 1.226 eV
Orbital gap ... 10.6 eV
Highest occupied orbital energy ... -9.63 eV


Electronic energy for the records above, in order: -48970.0057; -190543.5197; -38634.6273; -172304.6966; -21619.5453; -7393.5397 eV